#A
Here is an isolated ion of composition C7H8N and charge +1 from the OMol25 dataset. Energies are from ωB97M-V/def2-TZVPD.

Last column: Mulliken charge in e.
Element x y z (Å)
C1 0.036 -1.025 1.328  0.07
C2 0.898 0.048 1.459  0.63
C3 -0.259 -1.552 -0.024  -0.62
C4 0.770 0.635 -0.836  -0.84
C5 -1.273 0.640 0.382  -0.60
C6 1.496 0.728 0.481  -0.48
C7 -0.513 -0.154 -0.702  -0.08
N1 -0.488 0.268 1.526  -0.21
H1 0.563 -2.113 -0.462  0.35
H2 -1.163 -2.161 -0.038  0.37
H3 0.569 1.633 -1.235  0.43
H4 1.499 0.164 -1.508  0.42
H5 -1.274 1.718 0.224  0.35
H6 -2.297 0.300 0.548  0.33
H7 2.493 1.143 0.490  0.45
H8 -1.058 -0.272 -1.633  0.43

As for the charge: +1. The LUMO energy (alpha / beta) comes out at -6.06 / -6.07 eV. Its multiplicity is 1. The HOMO-LUMO gap (alpha / beta) is 8.0 / 8.0 eV. Its structure (SMILES) is C1=C2C3=[N+]2C[C@@H](C1)C3. Its HOMO energy (alpha / beta) is -14.1 / -14.1 eV.

#B
Here is a 2-piece molecular cluster, C7H8N overall from the OMol25 dataset. Energies are from ωB97M-V/def2-TZVPD.

Last column: Mulliken charge in e.
Element x y z (Å)
C1 2.024 -0.597 0.528  -0.62
C2 2.045 -0.549 -0.795  -0.59
C3 0.532 1.562 0.576  -0.77
C4 0.530 1.598 -0.757  -0.55
C5 0.668 0.056 0.718  0.73
C6 0.687 0.099 -0.982  0.69
C7 -0.325 -0.577 -0.155  -0.94
N1 -1.726 -0.115 -0.181  -0.08
H1 2.690 -0.949 1.290  0.44
H2 2.733 -0.828 -1.568  0.45
H3 0.497 2.302 1.352  0.43
H4 0.500 2.381 -1.492  0.43
H5 -0.365 -2.625 0.060  0.22
H6 -2.118 -0.256 -1.124  0.38
H7 -1.782 0.895 0.060  0.39
H8 -2.282 -0.660 0.493  0.39

As for the charge: +1. The LUMO energy (alpha / beta) comes out at -4.58 / -5.08 eV. Its multiplicity is 1. The HOMO-LUMO gap (alpha / beta) is 8.0 / 7.7 eV. Its HOMO energy (alpha / beta) is -12.6 / -12.8 eV.

#C
Here is C7H8N as an isolated structure from the OMol25 dataset. Energies are from ωB97M-V/def2-TZVPD.

Last column: Mulliken charge in e.
Element x y z (Å)
C1 -1.692 -1.263 -0.965  0.11
C2 0.406 -0.584 -0.766  0.03
C3 -1.114 0.581 -0.444  0.19
C4 -0.309 -1.745 -1.161  -0.11
C5 1.320 -0.145 0.257  -0.61
C6 -0.649 1.386 0.749  -0.43
C7 0.810 1.240 0.863  -0.43
N1 -2.171 -0.143 -0.945  -0.29
H1 0.072 -2.504 -0.476  0.28
H2 -0.348 -2.033 -2.225  0.30
H3 1.208 -1.040 0.955  0.33
H4 2.332 -0.153 -0.084  0.38
H5 -1.049 2.388 0.529  0.35
H6 -1.259 0.801 1.519  0.26
H7 1.072 1.191 1.949  0.30
H8 1.371 2.023 0.247  0.32

As for the charge: +1. The LUMO energy (alpha / beta) comes out at -5.89 / -6.03 eV. Its multiplicity is 1. The HOMO-LUMO gap (alpha / beta) is 7.9 / 7.3 eV. Its HOMO energy (alpha / beta) is -13.8 / -13.3 eV.

Of them, #A has the highest stability.

#A
Here is an isolated ion of composition CH2NO2S3 and charge -1 from the OMol25 dataset. Energies are from ωB97M-V/def2-TZVPD.

Last column: Mulliken charge in e.
Element x y z (Å)
C1 0.259 0.815 -0.138  0.37
N1 1.455 1.131 0.167  -0.47
O1 2.562 -1.131 0.862  -0.55
O2 3.881 0.908 -0.169  -0.56
S1 -0.324 -0.588 -0.800  -0.52
S2 -1.001 2.170 0.100  -0.28
S3 2.645 0.102 -0.384  0.57
H1 -1.988 1.321 0.472  0.11
H2 2.005 -1.968 0.793  0.34

As for the charge: -1. The LUMO energy comes out at 3.30 eV. Its multiplicity is 1. The HOMO-LUMO gap is 7.5 eV. Its HOMO energy is -4.2 eV.

#B
Here is an isolated ion of composition CH2NO2S3 and charge -1 from the OMol25 dataset. Energies are from ωB97M-V/def2-TZVPD.

Last column: Mulliken charge in e.
Element x y z (Å)
C1 -0.872 -0.232 0.172  0.41
N1 0.316 -0.814 -0.142  -0.54
O1 2.646 -0.337 -0.854  -0.65
O2 2.026 0.324 1.363  -0.61
S1 -1.185 1.243 0.786  -0.43
S2 -2.281 -1.291 -0.264  -0.28
S3 1.564 0.132 -0.009  0.81
H1 -3.254 -0.380 -0.458  0.12
H2 1.040 1.354 -0.593  0.17

As for the charge: -1. The LUMO energy comes out at 3.13 eV. Its multiplicity is 1. The HOMO-LUMO gap is 7.7 eV. Its structure (SMILES) is O=[S@H]([O-])=NC(=S)S. Its HOMO energy is -4.6 eV.

Of them, #B has the highest stability.

#A
Here is ClH3NO2P as an isolated structure from the OMol25 dataset. Energies are from ωB97M-V/def2-TZVPD.

Last column: Mulliken charge in e.
Element x y z (Å)
N1 1.591 0.862 0.125  -0.35
O1 -1.404 -1.757 0.217  -0.41
O2 0.870 -0.269 0.143  -0.44
P1 -0.997 -0.696 -0.924  0.51
Cl1 -1.804 0.925 -0.217  -0.15
H1 1.769 0.884 -0.856  0.25
H2 0.953 1.579 0.414  0.22
H3 -0.979 -1.529 1.099  0.37

As for the charge: 0. The LUMO energy (alpha / beta) comes out at -0.22 / -0.22 eV. Its multiplicity is 1. The HOMO-LUMO gap (alpha / beta) is 8.3 / 8.3 eV. Its HOMO energy (alpha / beta) is -8.5 / -8.5 eV.

#B
Here is a 2-piece molecular cluster, ClH3NO2P overall from the OMol25 dataset. Energies are from ωB97M-V/def2-TZVPD.

Last column: Mulliken charge in e.
Element x y z (Å)
N1 -0.778 -1.577 0.363  -0.55
O1 0.920 1.222 -0.039  -0.59
O2 -1.387 -0.537 -1.943  -0.50
P1 -1.495 -0.494 -0.495  0.91
Cl1 -2.713 0.870 0.168  -0.10
H1 -0.708 -1.506 1.346  0.25
H2 1.251 0.578 0.494  0.31
H3 1.603 1.630 -0.514  0.29

As for the charge: 0. The LUMO energy comes out at 0.07 eV. Its multiplicity is 1. The HOMO-LUMO gap is 10.7 eV. Its HOMO energy is -10.7 eV.

Of them, #B has the highest stability.